Record 1
78
Properties=species:S:1:pos:R:3 method="wB97M-V/def2-TZVPD" smiles="NC(N)=O.NC(N)=O.NC(N)=O.CCO.CCO.CCO.CCO.CO.CO.CO" e_above_lowest_kcal_mol=167.8 spin_multiplicity=1 gap_ev=8.589 total_energy_ha=-1642.91586
C -2.941 4.125 0.496
C -3.353 2.716 0.760
O -2.225 1.987 0.879
H -3.708 4.823 0.180
H -2.329 3.938 -0.444
H -2.279 4.528 1.262
H -4.120 2.325 0.159
H -3.886 2.769 1.705
H -2.498 1.046 1.033
C 3.477 1.299 -0.662
C 3.450 -0.128 -0.185
O 3.659 -0.094 1.215
H 2.841 1.507 -1.523
H 4.492 1.590 -0.956
H 3.215 2.028 0.114
H 4.128 -0.765 -0.672
H 2.469 -0.517 -0.502
H 3.484 -0.961 1.654
C 1.200 -4.846 -0.738
C 0.962 -3.914 0.455
O 0.987 -2.608 -0.087
H 2.292 -5.075 -0.753
H 0.892 -4.446 -1.743
H 0.768 -5.851 -0.433
H 1.808 -4.091 1.113
H 0.149 -4.143 1.110
H 1.740 -2.665 -0.707
C 1.962 -3.296 -4.331
C 1.920 -2.341 -3.199
O 2.805 -2.816 -2.211
H 1.901 -2.816 -5.265
H 1.228 -4.100 -4.146
H 2.888 -3.831 -4.338
H 0.920 -2.154 -2.790
H 2.395 -1.390 -3.517
H 3.647 -2.434 -2.358
C -0.209 -1.661 3.105
O -0.481 -3.079 3.188
N -0.841 -0.800 3.790
N 0.597 -1.206 2.115
H -1.449 -1.047 4.507
H -0.427 0.121 4.005
H 0.676 -1.824 1.214
H 0.702 -0.179 1.781
C -3.718 -0.417 2.004
O -4.875 -0.949 1.391
N -2.540 -0.698 1.523
N -3.719 0.385 3.092
H -2.399 -1.191 0.637
H -1.662 -0.759 2.106
H -4.628 0.768 3.465
H -2.837 0.776 3.457
C 1.057 2.374 1.952
O 2.057 2.785 2.826
N -0.007 3.065 1.684
N 1.097 1.215 1.333
H 0.088 4.129 1.831
H -0.925 2.716 1.288
H 2.099 0.864 1.263
H 0.371 0.949 0.613
C -3.158 -1.045 -1.466
O -1.993 -1.786 -1.361
H -3.829 -1.503 -0.871
H -3.484 -1.096 -2.536
H -3.108 -0.056 -1.074
H -2.006 -2.670 -1.829
C 0.205 0.987 -1.818
O -0.351 0.474 -0.610
H -0.604 1.046 -2.521
H 0.913 0.255 -2.145
H 0.706 1.944 -1.711
H -0.735 -0.373 -0.858
C 0.508 4.594 -0.932
O 1.555 5.500 -0.863
H -0.431 4.996 -0.422
H 0.841 3.558 -0.544
H 0.271 4.416 -1.944
H 2.302 5.028 -1.210

Record 2
85
Properties=species:S:1:pos:R:3 method="wB97M-V/def2-TZVPD" e_above_lowest_kcal_mol=86.2 spin_multiplicity=1 gap_ev=10.700 charge=+1 total_energy_ha=-3336.74478
N -0.001 -0.821 0.019
H -0.673 -0.098 0.234
H 0.493 -0.571 -0.825
H -0.671 -1.517 -0.275
H 0.403 -1.198 0.864
C 0.119 3.517 -0.705
O 0.983 4.115 -1.660
P 2.647 4.341 -1.467
O 3.409 3.043 -1.280
O 2.886 5.307 -0.242
C 2.090 6.392 0.042
O 2.875 5.264 -2.833
C 3.494 4.753 -4.041
H -0.754 4.135 -0.491
H 0.787 3.321 0.133
H -0.306 2.562 -1.014
H 1.573 6.102 0.957
H 1.258 6.739 -0.572
H 2.657 7.251 0.401
H 3.486 5.468 -4.863
H 3.166 3.805 -4.469
H 4.575 4.699 -3.915
C 3.536 1.253 -4.254
O 3.940 0.220 -3.392
P 2.827 -0.690 -2.726
O 1.790 -0.157 -1.823
O 2.173 -1.504 -3.971
C 2.950 -2.333 -4.888
O 3.731 -1.871 -2.057
C 4.403 -1.569 -0.880
H 2.639 1.720 -3.846
H 3.101 0.779 -5.134
H 4.335 1.960 -4.477
H 3.864 -1.781 -5.104
H 2.615 -2.486 -5.914
H 3.194 -3.323 -4.501
H 5.437 -1.603 -1.224
H 4.420 -2.307 -0.079
H 4.167 -0.648 -0.348
C -1.888 -0.130 4.563
O -1.421 0.045 3.321
P -1.941 1.306 2.432
O -1.459 1.241 1.011
O -3.568 1.084 2.689
C -4.541 1.361 1.702
O -1.643 2.636 3.288
C -0.380 3.358 3.414
H -2.495 0.705 4.912
H -1.116 -0.253 5.322
H -2.524 -1.013 4.634
H -5.033 0.453 1.354
H -4.075 1.562 0.738
H -5.357 2.076 1.803
H -0.562 4.007 2.557
H 0.520 2.746 3.381
H -0.443 3.936 4.336
C -2.253 -5.271 2.847
O -3.033 -4.140 3.070
P -3.206 -3.094 1.817
O -1.887 -2.531 1.344
O -4.097 -4.009 0.798
C -3.740 -3.973 -0.569
O -4.238 -1.926 2.391
C -5.418 -2.211 3.091
H -1.247 -4.993 2.532
H -2.574 -5.922 2.034
H -2.223 -5.818 3.789
H -2.677 -4.192 -0.671
H -3.892 -2.923 -0.822
H -4.247 -4.679 -1.226
H -5.492 -3.252 3.404
H -6.216 -1.934 2.402
H -5.527 -1.574 3.969
C -0.883 -2.645 -3.194
O -1.595 -1.897 -2.186
H -0.007 -3.151 -2.788
H -1.453 -3.231 -3.915
H -0.493 -1.891 -3.877
H -2.407 -1.549 -2.561
C 2.451 -1.505 2.899
O 1.143 -1.884 2.616
H 2.671 -1.747 3.939
H 3.132 -2.197 2.403
H 2.646 -0.443 2.754
H 1.070 -2.807 2.867

Record 3
96
Properties=species:S:1:pos:R:3 method="wB97M-V/def2-TZVPD" spin_multiplicity=1 gap_ev=8.774 charge=+1 total_energy_ha=-2959.00092
O 4.606 -4.525 0.719
S 5.354 -3.934 -0.505
O 5.299 -4.897 -1.755
C 4.770 -2.228 -1.021
C 3.134 -2.070 -1.128
C 2.384 -3.254 -1.975
N 2.017 -4.486 -1.178
O 1.083 -5.153 -1.928
C 1.412 -4.216 0.182
C 1.344 -2.617 0.563
N 2.610 -1.844 0.272
H 6.734 -3.879 -0.139
H 5.302 -1.844 -2.018
H 5.109 -1.477 -0.157
H 2.948 -1.059 -1.735
H 3.136 -3.625 -2.825
H 1.428 -2.856 -2.550
H 2.802 -5.178 -1.051
H 0.201 -4.677 -1.893
H 2.028 -4.823 1.005
H 0.295 -4.622 0.288
H 1.194 -2.573 1.747
H 0.390 -2.060 0.121
H 2.350 -0.816 0.305
C -1.490 -2.711 -3.760
O -0.763 -3.187 -2.903
N -2.632 -2.063 -3.467
N -1.215 -2.790 -5.075
H -3.245 -1.664 -4.158
H -2.877 -1.981 -2.488
H -0.364 -3.270 -5.339
H -1.802 -2.404 -5.795
C 2.157 2.422 0.284
O 2.633 1.305 0.411
N 2.373 3.409 1.172
N 1.374 2.766 -0.754
H 1.990 4.335 1.085
H 2.957 3.193 1.969
H 1.186 2.051 -1.445
H 0.973 3.680 -0.875
C -4.989 -5.074 -4.426
O -5.093 -3.915 -4.795
N -6.025 -5.776 -3.934
N -3.828 -5.752 -4.477
H -5.959 -6.731 -3.624
H -6.917 -5.303 -3.878
H -3.023 -5.260 -4.841
H -3.723 -6.707 -4.178
C -1.109 2.461 -3.679
O -0.381 1.984 -2.822
N -2.251 3.108 -3.385
N -0.834 2.381 -4.993
H -2.863 3.507 -4.077
H -2.495 3.190 -2.407
H 0.017 1.901 -5.257
H -1.421 2.767 -5.713
C 2.497 6.599 3.078
O 2.529 5.673 2.283
N 1.701 6.598 4.163
N 3.253 7.703 2.942
H 1.660 7.351 4.829
H 1.114 5.786 4.303
H 3.867 7.744 2.138
H 3.240 8.475 3.586
C -1.585 3.460 2.098
O -1.273 4.509 1.556
N -2.469 3.400 3.111
N -1.073 2.271 1.731
H -2.738 2.546 3.570
H -2.878 4.273 3.418
H -0.404 2.272 0.973
H -1.318 1.397 2.165
C 7.121 -5.500 4.379
O 7.447 -5.224 5.522
N 7.327 -6.714 3.837
N 6.526 -4.616 3.558
H 7.066 -6.961 2.897
H 7.773 -7.409 4.421
H 6.352 -3.690 3.927
H 6.250 -4.825 2.614
C -3.941 4.184 6.272
O -3.523 4.658 5.227
N -3.400 3.091 6.842
N -4.978 4.711 6.947
H -3.730 2.686 7.701
H -2.617 2.663 6.365
H -5.414 5.534 6.553
H -5.336 4.334 7.809
C -5.616 3.588 -2.212
O -4.906 2.655 -2.555
N -6.717 3.953 -2.895
N -5.362 4.334 -1.122
H -7.314 4.717 -2.628
H -6.945 3.417 -3.722
H -4.543 4.093 -0.580
H -5.935 5.105 -0.824

Number 1: LUMO energy 0.03 eV. Number 2: LUMO energy -1.68 eV. Number 3: LUMO energy -1.94 eV.